Record 1
ORCA calculation (ωB97M-V with the def2-TZVPD basis set) on one molecule with the formula C7H12.

```
19
Properties=species:S:1:pos:R:3:forces:R:3
C 0.9906 -0.6199 1.6681 0.014 0.001 0.285
C -0.0371 0.2201 1.7327 -0.370 -1.015 0.321
C -0.5510 1.1435 0.6778 0.453 0.143 0.316
C -0.5436 0.6812 -0.8267 0.147 0.072 0.364
C 0.8153 0.8106 -1.5190 0.053 -0.051 0.064
C -1.1309 -0.7168 -0.7519 0.170 -0.139 0.067
C -0.4440 -1.8529 -0.7060 -0.201 0.107 -0.490
H 1.3266 -1.1168 2.5658 0.110 0.034 0.086
H 1.5598 -0.8170 0.7675 -0.272 -0.089 0.096
H -0.4463 0.5108 2.6911 -0.098 -0.497 0.361
H 0.2634 1.7382 1.1898 -0.578 1.679 -2.166
H -1.5304 1.5886 0.9170 0.472 -0.306 0.194
H -1.2529 1.3035 -1.4001 0.218 -0.036 0.426
H 0.7693 0.4724 -2.5610 -0.056 0.034 0.191
H 1.1284 1.8611 -1.5153 -0.041 -0.183 0.001
H 1.5961 0.2353 -1.0145 -0.090 0.085 -0.091
H -2.1957 -0.7601 -0.5210 0.115 0.100 0.025
H -0.9274 -2.7855 -0.4299 0.048 0.076 -0.225
H 0.6097 -1.8964 -0.9645 -0.092 -0.016 0.175
```
Forces are in eV/Å.

Values from the calculation:
**Relative energy (zero: lowest compared OMol25 entry of this formula, charge and spin)**: 233.5 kJ/mol
**Total charge**: 0
**Strongest force on any atom**: 2.80 eV/A

Atomic partial charges in e from the Löwdin method, atoms 1 to 4:
1 C -0.016
2 C -0.232
3 C -0.158
4 C -0.352

---

Record 2
ORCA calculation (ωB97M-V with the def2-TZVPD basis set) on C7H12 as an isolated structure.

```
19
Properties=species:S:1:pos:R:3:forces:R:3
C -0.4921 0.0865 -2.0758 0.074 0.243 0.542
C 0.4247 0.1729 -0.7644 0.472 -0.076 0.755
C 0.1353 -1.0553 0.0645 -0.010 -0.862 -0.164
C 1.1428 -1.1248 1.2479 0.168 -0.709 0.028
C 0.2449 -0.1556 1.9399 0.350 -0.201 -0.323
C 0.0959 0.8666 0.7711 0.622 -0.299 -1.590
C -0.8750 -0.2551 0.9713 -0.397 -0.262 0.043
H -0.4086 0.9107 -2.8003 0.102 0.054 0.555
H -1.5640 -0.0764 -1.8972 0.245 0.193 0.320
H -0.1717 -0.8100 -2.6517 0.130 0.375 0.619
H 1.4326 0.3674 -1.1518 0.096 -0.420 0.343
H -0.7832 2.0469 -0.8218 -0.546 0.755 -0.388
H -0.1328 -1.9881 -0.4142 -0.034 -0.217 -0.214
H 2.1339 -0.6799 1.0670 -0.148 -0.530 -0.141
H 1.2271 -2.1148 1.6766 0.036 -0.321 0.136
H 0.0836 -0.0388 3.0211 0.511 0.830 -0.631
H -0.9931 2.2531 -0.1431 -0.554 0.626 -0.640
H 0.4507 1.8576 0.9007 -1.131 0.942 0.615
H -1.9511 -0.2627 1.0603 0.013 -0.121 0.136
```
Forces are in eV/Å.

Values from the calculation:
**Relative energy (zero: lowest compared OMol25 entry of this formula, charge and spin)**: 576.2 kJ/mol
**Total charge**: 0
**Strongest force on any atom**: 1.73 eV/A

Atomic partial charges in e from the Löwdin method, atoms 1 to 4:
1 C -0.097
2 C -0.240
3 C -0.240
4 C -0.116

---

Record 3
ORCA calculation (ωB97M-V with the def2-TZVPD basis set) on one molecule with the formula C7H12.

```
19
Properties=species:S:1:pos:R:3:forces:R:3
C -2.5950 0.0114 -0.0058 0.065 -0.054 0.100
C -1.1201 -0.4152 0.0824 -0.157 -0.140 -0.133
C -0.2170 0.3792 -0.8854 -0.024 -0.027 -0.310
C 0.9215 0.2015 0.0914 -0.079 -0.091 -0.051
C 1.9808 -0.8230 -0.1986 -0.038 -0.196 -0.017
C 2.3438 0.6358 -0.0660 -0.030 0.227 0.118
C -0.1064 0.0180 1.2156 -0.261 -0.107 -0.059
H -2.9423 -0.1793 -1.0350 0.150 0.008 0.277
H -2.7337 1.0891 0.1598 0.175 -0.209 0.106
H -3.2844 -0.5258 0.6551 0.260 0.032 0.048
H -1.0417 -1.4906 -0.0795 0.073 -0.012 -0.209
H -0.0967 0.0177 -1.9088 0.021 0.011 0.012
H -0.5482 1.4279 -0.8977 0.035 -0.178 -0.094
H 1.9836 -1.2705 -1.1905 0.056 0.078 0.166
H 2.2980 -1.4922 0.5998 -0.099 0.158 -0.120
H 2.5934 1.1757 -0.9789 -0.069 -0.069 0.226
H 2.9274 0.9287 0.8016 -0.135 -0.012 -0.071
H -0.5930 0.9156 1.5796 0.640 0.650 0.372
H 0.2299 -0.6037 2.0611 -0.585 -0.070 -0.361
```
Forces are in eV/Å.

Values from the calculation:
**Relative energy (zero: lowest compared OMol25 entry of this formula, charge and spin)**: 151.4 kJ/mol
**Total charge**: 0
**Strongest force on any atom**: 0.99 eV/A

Atomic partial charges in e from the Löwdin method, atoms 1 to 4:
1 C -0.080
2 C -0.326
3 C -0.116
4 C -0.441

---

Record 4
ORCA calculation (ωB97M-V with the def2-TZVPD basis set) on one molecule with the formula C7H12.

```
19
Properties=species:S:1:pos:R:3:forces:R:3
C 0.9604 2.2549 -2.0947 0.596 0.408 -0.706
C 0.2007 1.7996 -1.1167 -0.497 -0.119 0.093
C -0.1831 0.3542 -0.9298 0.214 0.553 0.071
C -0.5915 -0.0592 0.4612 -0.138 -0.399 -0.396
C -0.8215 0.7440 1.4862 -0.212 0.218 0.086
C -0.6973 -1.5585 0.6261 0.430 0.037 0.596
C 0.6127 -2.1229 1.2091 -0.349 -1.367 -0.901
H 1.2907 3.2841 -2.2149 -0.498 0.071 0.358
H 1.3451 1.6566 -2.9173 0.006 -0.484 0.375
H -0.2775 2.4881 -0.4292 0.338 0.174 0.064
H -1.0066 0.1244 -1.6068 -0.093 -0.206 -0.111
H 0.6711 -0.2588 -1.2217 -0.068 -0.186 -0.146
H -0.8037 1.8223 1.4159 0.197 -0.003 0.044
H -1.0925 0.3283 2.4493 -0.074 0.011 0.005
H -1.5333 -1.8106 1.2820 0.051 0.091 0.050
H -0.8882 -2.0535 -0.3237 -0.071 0.073 -0.172
H 1.3657 -2.2213 0.4222 0.253 0.750 0.128
H 0.9674 -1.5767 2.0733 0.110 0.022 0.053
H 0.4814 -3.1950 1.4295 -0.193 0.355 0.511
```
Forces are in eV/Å.

Values from the calculation:
**Relative energy (zero: lowest compared OMol25 entry of this formula, charge and spin)**: 122.0 kJ/mol
**Total charge**: 0
**Strongest force on any atom**: 1.67 eV/A

Atomic partial charges in e from the Löwdin method, atoms 1 to 4:
1 C -0.009
2 C -0.177
3 C -0.171
4 C -0.339

---

Record 5
ORCA calculation (ωB97M-V with the def2-TZVPD basis set) on one molecule with the formula C7H12.

```
19
Properties=species:S:1:pos:R:3:forces:R:3
C -2.1983 -0.6642 0.5870 -0.002 -0.048 0.096
C -1.3354 -0.1964 -0.5811 -0.116 0.124 -0.057
C 0.6197 -0.0547 -1.7684 0.162 0.063 0.375
C 1.4846 0.9979 -1.1695 -0.091 0.041 -0.070
C 1.4015 0.9993 0.3685 -0.037 0.032 0.020
C 0.9428 -0.4336 0.6635 0.017 -0.024 0.015
C 0.1050 -0.8022 -0.5806 0.038 -0.082 -0.090
H -3.1902 -0.2035 0.5258 0.144 -0.081 0.016
H -2.3284 -1.7514 0.5590 0.028 0.134 0.033
H -1.7679 -0.3973 1.5576 -0.065 -0.032 -0.144
H -1.8172 -0.4756 -1.5230 0.091 0.055 0.125
H -1.2792 0.9012 -0.5811 -0.022 -0.134 0.032
H 2.4538 0.5632 -1.4918 -0.017 0.015 -0.004
H 1.4339 1.9722 -1.6674 0.047 -0.174 0.020
H 2.3548 1.2522 0.8436 -0.158 -0.038 -0.056
H 0.6629 1.7319 0.7171 0.085 -0.111 -0.095
H 0.4077 -0.5307 1.6143 0.044 -0.001 -0.184
H 1.8128 -1.1013 0.7184 -0.135 0.088 -0.028
H 0.0046 -1.8820 -0.7441 -0.013 0.173 -0.006
```
Forces are in eV/Å.

Values from the calculation:
**Relative energy (zero: lowest compared OMol25 entry of this formula, charge and spin)**: 294.3 kJ/mol
**Total charge**: 0
**Strongest force on any atom**: 0.41 eV/A

Atomic partial charges in e from the Löwdin method, atoms 1 to 4:
1 C -0.099
2 C -0.233
3 C 0.080
4 C -0.241

---

Record 6
ORCA calculation (ωB97M-V with the def2-TZVPD basis set) on one molecule with the formula C7H12.

```
19
Properties=species:S:1:pos:R:3:forces:R:3
C 1.7131 1.0034 0.8105 -0.020 0.026 0.000
C 0.3902 0.7936 0.7913 0.640 0.958 0.729
C -0.3557 1.2506 2.0490 -1.284 -0.613 -0.644
C -0.2260 0.0010 -0.2721 -0.768 -0.905 -0.678
C -1.4539 -0.7824 0.1472 -0.096 0.850 1.127
C 0.2693 -0.0661 -1.5237 1.536 -1.018 0.843
C 0.3222 -1.3355 -2.3580 -1.812 1.037 -0.559
H 2.4182 0.4883 0.1683 -0.168 0.264 -0.235
H 2.1150 1.6756 1.5627 0.159 -0.246 0.041
H -1.4427 1.2863 1.8945 0.208 0.255 -0.134
H -0.0617 2.2237 2.4305 0.339 -0.054 -0.046
H -0.2610 0.4832 2.8246 0.317 0.220 0.039
H -2.1924 -0.0119 0.4092 -0.192 -0.110 -0.383
H -1.3075 -1.2225 1.1391 0.153 -0.536 -0.270
H -1.9326 -1.4693 -0.5431 0.382 -0.024 -0.139
H 1.0715 0.6100 -1.8014 -0.053 0.342 0.195
H 0.2160 -1.0548 -3.4158 0.299 -0.392 0.112
H -0.5208 -1.9853 -2.1240 0.091 -0.158 -0.012
H 1.2387 -1.8881 -2.1889 0.271 0.105 0.013
```
Forces are in eV/Å.

Values from the calculation:
**Relative energy (zero: lowest compared OMol25 entry of this formula, charge and spin)**: 144.6 kJ/mol
**Total charge**: 0
**Strongest force on any atom**: 2.16 eV/A

Atomic partial charges in e from the Löwdin method, atoms 1 to 4:
1 C 0.051
2 C -0.318
3 C -0.068
4 C -0.283